1.
Entry from the Open Molecules 2025 dataset: 5 unconnected molecules or ions with the total composition C16H29BrN3O18S4 (the ωB97M-V functional and the def2-TZVPD basis).

Calculated values
orbital gap = 0.3383 hartree

```
! wB97M-V def2-TZVPD RIJCOSX def2/J DEFGRID3
* xyz 1 1
C -2.8383 4.8497 0.0512
C -2.7045 4.2550 -1.4689
C -1.6060 3.0848 -1.4006
N -1.6809 2.0908 -2.5497
C -1.5995 0.7487 -1.9075
N -2.6603 -0.2519 -2.0228
C -2.1805 -1.3817 -1.2218
C -0.7756 -1.1214 -0.5671
C 0.0592 -2.0914 0.3844
C 1.4855 -1.5202 0.8486
O 1.5014 -0.6386 1.7616
Br 3.1835 -2.2069 0.0600
N -0.5224 0.2319 -1.0657
O 0.5951 0.9613 -0.8004
H -2.9540 5.9856 0.0682
H -1.9194 4.5413 0.6922
H -3.7338 4.3007 0.5260
H -3.7260 3.7710 -1.7270
H -2.4492 5.0598 -2.2395
H -1.8316 2.4734 -0.4354
H -0.5254 3.4650 -1.2758
H -2.6217 2.1352 -2.9819
H -3.5484 -0.1778 -2.5478
H -2.7444 -2.3597 -1.0323
H -0.5101 -2.4112 1.3401
H 0.2680 -3.0699 -0.1963
H 0.3053 1.5723 -0.0747
C -6.5786 -4.5186 0.2041
C -6.2807 -5.7659 -0.6134
O -5.7119 -5.2823 -1.8320
S -4.8819 -3.9245 -1.5265
O -3.4940 -4.2667 -1.3808
O -5.3388 -2.9004 -2.4193
O -5.4863 -3.6317 -0.0504
H -7.4977 -4.0334 -0.1358
H -6.6554 -4.7330 1.2707
H -7.1753 -6.3559 -0.8132
H -5.5345 -6.3941 -0.1182
C 1.9472 4.2486 -3.5366
C 1.3853 4.3926 -4.9433
O 0.7395 5.6648 -4.9550
S 1.5352 6.6724 -3.9594
O 2.4294 7.4682 -4.7454
O 0.5924 7.2378 -3.0409
O 2.4103 5.5489 -3.1776
H 1.1659 3.9580 -2.8277
H 2.7644 3.5273 -3.4912
H 0.6792 3.6000 -5.1928
H 2.1866 4.4128 -5.6879
C 6.1221 -4.0931 0.5684
C 5.9962 -4.5130 2.0259
O 6.9864 -5.5231 2.2069
S 8.2530 -5.2034 1.2404
O 9.2497 -4.5258 2.0150
O 8.5337 -6.3710 0.4617
O 7.5203 -4.1089 0.2888
H 5.6341 -4.8148 -0.0936
H 5.7091 -3.0989 0.3885
H 5.0044 -4.8990 2.2638
H 6.2335 -3.6825 2.6977
C 1.6921 1.6086 5.0141
C 0.6470 0.7544 4.3112
O -0.1775 0.2421 5.3568
S -0.2492 1.3340 6.5582
O -1.4554 2.0931 6.4033
O 0.1084 0.6837 7.7821
O 0.9961 2.2585 6.0777
H 2.4797 0.9883 5.4512
H 2.1403 2.3453 4.3459
H 1.0909 -0.0575 3.7392
H 0.0186 1.3624 3.6524
*
```



2.
Entry from the Open Molecules 2025 dataset: 2 unconnected molecules or ions with the total composition BrHN2O2 (the ωB97M-V functional and the def2-TZVPD basis).

Calculated values
orbital gap = 0.3602 hartree
relative energy (zero: lowest compared OMol25 entry of this formula, charge and spin) = 0.759 eV

```
! wB97M-V def2-TZVPD RIJCOSX def2/J DEFGRID3
* xyz 0 1
N 1.7725 -0.4465 0.0642
N 1.4533 -0.6911 1.0944
O 2.2616 0.0492 -0.8670
O -0.7959 -0.1590 0.4137
Br -1.9032 0.9386 0.0485
H -2.7883 0.3087 -0.7538
*
```



3.
Entry from the Open Molecules 2025 dataset: 2 unconnected molecules or ions with the total composition C5H11NO (the ωB97M-V functional and the def2-TZVPD basis).

Calculated values
orbital gap = 0.3359 hartree
relative energy (zero: lowest compared OMol25 entry of this formula, charge and spin) = 1.997 eV
structure (SMILES) = C=C/C(N)=C/C.O

```
! wB97M-V def2-TZVPD RIJCOSX def2/J DEFGRID3
* xyz 0 1
C -1.4206 -1.9930 0.7944
N -0.3859 -0.0580 -1.2053
C 0.3247 -0.3859 -0.0209
C -0.0936 -1.2956 0.8609
C 2.0530 1.3696 -0.5193
C 1.5924 0.3276 0.1741
H -2.2440 -1.3335 1.0141
H -1.4932 -2.5396 -0.1447
H -1.5160 -2.6826 1.6365
H -1.0123 -0.7847 -1.5073
H 0.2827 0.2445 -1.8977
H 0.6441 -1.6091 1.5907
H 1.7805 1.6758 -1.5182
H 2.8469 1.9565 -0.0727
H 2.2226 -0.0807 0.9572
H -0.7499 1.7927 -0.3132
H -1.6940 2.7126 0.4757
O -1.1376 2.6839 -0.3043
*
```



Number 1: calculated total energy -6311.8660 Eh, maximum force 6.584 eV/Å. Number 2: calculated total energy -2834.3769 Eh, maximum force 4.429 eV/Å. Number 3: calculated total energy -327.0580 Eh, maximum force 1.304 eV/Å.